1.
{
  "formula": "C16H26AuClN7OPS3",
  "method": "wB97M-V/def2-TZVPD",
  "elements": ["Au", "S", "C", "C", "C", "C", "N", "C", "C", "C", "S", "C", "N", "H", "H", "C", "N", "C", "N", "S", "H", "H", "H", "H", "H", "H", "Cl", "C", "N", "C", "P", "O", "N", "C", "C", "N", "C", "C", "H", "H", "H", "H", "H", "H", "H", "H", "H", "H", "H", "H", "H", "H", "H", "H", "H", "H"],
  "positions_angstrom": [[-14.275, 7.460, 6.719], [-15.742, 12.253, 8.231], [-16.817, 11.316, 7.393], [-18.257, 11.572, 7.262], [-18.963, 10.673, 6.497], [-20.395, 10.613, 6.576], [-21.538, 10.502, 6.676], [-18.275, 9.709, 5.707], [-17.012, 9.348, 5.995], [-16.262, 10.087, 6.924], [-14.774, 9.603, 7.609], [-19.031, 8.999, 4.736], [-19.548, 8.570, 3.774], [-18.730, 12.468, 7.706], [-16.582, 8.507, 5.494], [-10.296, 3.660, 5.136], [-11.324, 4.044, 6.179], [-12.406, 4.844, 5.883], [-12.914, 4.923, 4.644], [-13.245, 5.445, 7.234], [-9.323, 3.547, 5.630], [-10.163, 4.395, 4.290], [-10.565, 2.652, 4.747], [-11.012, 4.056, 7.160], [-12.642, 4.189, 3.984], [-13.494, 5.720, 4.454], [-14.320, 7.669, 4.311], [-9.372, 8.845, 4.375], [-8.985, 9.747, 5.453], [-7.703, 9.332, 6.106], [-10.140, 10.535, 6.365], [-10.898, 9.790, 7.375], [-10.997, 11.443, 5.285], [-10.423, 12.116, 4.139], [-12.503, 11.386, 5.393], [-9.055, 11.540, 7.153], [-9.300, 11.909, 8.586], [-8.381, 12.641, 6.447], [-8.828, 9.208, 3.460], [-10.485, 8.879, 4.269], [-9.035, 7.846, 4.591], [-7.213, 8.477, 5.571], [-7.865, 8.895, 7.085], [-6.998, 10.128, 6.255], [-9.400, 11.762, 4.008], [-10.386, 13.208, 4.237], [-10.996, 11.913, 3.198], [-12.771, 10.502, 6.025], [-12.879, 11.203, 4.421], [-12.867, 12.293, 5.873], [-10.011, 11.200, 8.968], [-9.677, 12.962, 8.671], [-8.376, 11.758, 9.216], [-7.988, 12.252, 5.512], [-7.509, 12.781, 7.086], [-8.969, 13.551, 6.274]],
  "lowdin_charge": [0.267, 0.736, -0.758, -0.002, -0.190, -0.173, 0.179, -0.193, -0.073, -0.686, 0.637, -0.154, 0.185, 0.135, 0.039, -0.064, -0.058, -0.825, 0.100, 0.582, 0.079, 0.098, 0.085, 0.121, 0.127, -0.086, -0.046, -0.117, -0.311, -0.094, 0.475, -0.287, -0.283, -0.130, -0.073, -0.312, -0.096, -0.127, 0.094, 0.090, 0.055, 0.089, 0.073, 0.059, 0.058, 0.077, 0.095, 0.015, 0.060, 0.079, 0.047, 0.089, 0.090, 0.060, 0.081, 0.083],
  "gap_ev": [7.92, 5.26],
  "total_charge": 0,
  "lumo_ha": [-0.0103, -0.1139],
  "e_homo_ev": [-8.20, -8.36],
  "spin_multiplicity": 3,
  "s_squared": 2.035
}


2.
{
  "formula": "C16H26B2CoN6O2",
  "method": "wB97M-V/def2-TZVPD",
  "elements": ["C", "N", "N", "C", "C", "B", "N", "N", "C", "C", "C", "Co", "N", "N", "C", "C", "C", "H", "H", "H", "H", "H", "H", "H", "H", "H", "H", "H", "C", "H", "H", "H", "C", "C", "C", "O", "B", "O", "C", "C", "C", "H", "H", "H", "H", "H", "H", "H", "H", "H", "H", "H", "H"],
  "positions_angstrom": [[0.387, 2.305, -0.764], [0.531, 1.027, -1.224], [0.698, 1.080, -2.607], [0.624, 2.352, -2.981], [0.421, 3.143, -1.871], [0.888, -0.207, -3.460], [2.015, -1.086, -2.904], [2.084, -1.338, -1.543], [3.179, -2.148, -1.383], [3.806, -2.350, -2.627], [3.041, -1.666, -3.552], [0.496, -0.510, -0.383], [-0.423, -1.005, -3.536], [-0.990, -1.515, -2.389], [-2.144, -2.109, -2.804], [-2.289, -1.983, -4.213], [-1.165, -1.290, -4.630], [-2.866, -2.596, -2.161], [-0.833, -0.964, -5.611], [-3.095, -2.331, -4.838], [1.188, 0.141, -4.568], [3.151, -1.528, -4.622], [0.734, 2.575, -4.029], [4.697, -2.919, -2.840], [0.296, 4.206, -1.839], [3.507, -2.560, -0.436], [0.214, 2.500, 0.292], [-0.123, -2.252, -0.357], [0.456, -2.410, 0.577], [1.191, -3.163, 0.370], [1.033, -1.535, 0.939], [-0.270, -2.712, 1.315], [-2.720, 1.957, 3.148], [-1.304, 1.565, 2.726], [-0.412, 2.773, 2.877], [-1.304, 1.238, 1.324], [-0.787, -0.051, 1.161], [-0.975, -0.757, 2.423], [-0.773, 0.255, 3.423], [0.728, 0.277, 3.726], [-1.482, -0.103, 4.712], [-3.441, 1.143, 2.999], [-3.064, 2.832, 2.579], [-2.733, 2.247, 4.210], [-0.841, 3.633, 2.339], [-0.347, 3.044, 3.938], [0.596, 2.574, 2.486], [0.991, 1.028, 4.478], [1.012, -0.703, 4.129], [1.348, 0.448, 2.834], [-2.564, -0.215, 4.579], [-1.061, -1.026, 5.131], [-1.308, 0.689, 5.457]],
  "lowdin_charge": [-0.015, -0.082, 0.026, -0.005, 0.014, -0.497, -0.025, 0.000, -0.068, -0.017, -0.032, 0.707, 0.039, 0.138, 0.009, 0.126, 0.058, 0.142, 0.163, 0.150, 0.136, 0.143, 0.148, 0.118, 0.121, 0.124, 0.111, 0.035, -0.014, 0.076, 0.048, 0.083, 0.001, -0.468, -0.010, 0.058, -0.350, 0.049, -0.479, -0.006, 0.002, 0.104, 0.104, 0.107, 0.110, 0.115, 0.089, 0.107, 0.107, 0.088, 0.097, 0.105, 0.113],
  "gap_ev": [7.95, 4.48],
  "total_charge": 2,
  "lumo_ha": [-0.2790, -0.4043],
  "e_homo_ev": [-15.54, -15.48],
  "spin_multiplicity": 4,
  "s_squared": 3.900
}


3.
{
  "formula": "C16H26Cl4O9",
  "method": "wB97M-V/def2-TZVPD",
  "elements": ["C", "C", "C", "O", "C", "O", "O", "H", "H", "H", "H", "H", "H", "C", "C", "C", "O", "C", "O", "O", "H", "H", "H", "H", "H", "H", "C", "C", "C", "O", "C", "O", "O", "H", "H", "H", "H", "H", "H", "Cl", "C", "C", "Cl", "H", "H", "H", "H", "Cl", "C", "C", "Cl", "H", "H", "H", "H"],
  "positions_angstrom": [[-3.579, -33.111, -1.034], [-4.227, -34.420, -1.406], [-5.026, -34.409, -2.723], [-4.446, -35.453, -3.499], [-3.366, -35.963, -2.867], [-2.660, -36.809, -3.313], [-3.216, -35.402, -1.653], [-4.320, -32.342, -0.822], [-2.931, -32.755, -1.843], [-2.883, -33.211, -0.201], [-4.849, -34.748, -0.572], [-4.946, -33.458, -3.249], [-6.070, -34.650, -2.533], [-6.111, -30.658, 5.953], [-5.049, -31.679, 5.630], [-5.515, -32.866, 4.767], [-4.477, -33.048, 3.827], [-3.628, -31.992, 3.879], [-2.635, -31.901, 3.233], [-4.082, -31.069, 4.746], [-6.697, -30.937, 6.825], [-6.729, -30.452, 5.082], [-5.583, -29.731, 6.195], [-4.511, -31.991, 6.526], [-6.472, -32.638, 4.297], [-5.643, -33.759, 5.376], [-0.145, -39.249, -2.957], [0.125, -39.310, -1.475], [-0.772, -38.399, -0.625], [-1.255, -39.245, 0.405], [-0.894, -40.526, 0.177], [-1.175, -41.442, 0.878], [-0.164, -40.622, -0.958], [-1.195, -39.476, -3.145], [0.485, -39.953, -3.499], [0.058, -38.242, -3.324], [1.186, -39.140, -1.274], [-1.569, -37.954, -1.222], [-0.161, -37.583, -0.239], [1.005, -31.577, 3.007], [1.004, -33.142, 2.158], [-0.425, -33.494, 1.770], [-0.404, -35.132, 1.039], [1.435, -33.920, 2.780], [1.616, -33.060, 1.259], [-0.840, -32.820, 1.033], [-0.986, -33.546, 2.694], [4.523, -35.072, 1.788], [4.595, -33.732, 2.969], [4.649, -34.234, 4.379], [3.144, -35.044, 4.892], [3.736, -33.099, 2.769], [5.515, -33.183, 2.777], [4.813, -33.404, 5.064], [5.449, -34.959, 4.504]],
  "lowdin_charge": [-0.021, -0.307, -0.082, 0.073, -0.558, 0.156, 0.076, 0.092, 0.097, 0.067, 0.152, 0.132, 0.131, -0.024, -0.303, -0.099, 0.071, -0.550, 0.150, 0.083, 0.089, 0.088, 0.091, 0.155, 0.130, 0.135, -0.026, -0.310, -0.100, 0.074, -0.564, 0.158, 0.080, 0.092, 0.084, 0.090, 0.151, 0.115, 0.086, 0.566, -0.690, -0.653, 0.590, 0.024, 0.068, 0.059, 0.047, 0.539, -0.654, -0.656, 0.549, 0.035, 0.076, 0.075, 0.067],
  "gap_ev": 10.85,
  "total_charge": 0,
  "lumo_ha": 0.0137,
  "smiles": "C[C@H]1COC(=O)O1.C[C@H]1COC(=O)O1.C[C@H]1COC(=O)O1.ClCCCl.ClCCCl",
  "e_homo_ev": -10.48,
  "spin_multiplicity": 1
}


no.,E_tot (eV),maximum force (eV Å⁻¹)
1,-87500.7236,3.7
2,-69013.3468,4.7
3,-85532.2716,1.2